## P
DFT (ωB97M-V with the def2-TZVPD basis set) results for a cluster of 2 separate species, C2H9NS2 in total.

Geometry as ORCA input:
```
! RIJCOSX wB97M-V def2-TZVPD def2/J DEFGRID3
* xyz 0 1
C -2.36079 0.94074 -1.28464
S -0.70967 0.77489 -0.56131
S -0.11101 -1.11531 -1.18734
H -2.47267 0.30754 -2.20802
H -2.55708 2.02058 -1.59114
H -3.06016 0.55945 -0.49109
H -0.57850 -1.86495 -0.17768
C 1.88261 -0.77809 2.27166
N 2.11895 0.68442 2.29929
H 1.55312 -1.11057 1.27846
H 1.09508 -0.94502 3.04587
H 2.81307 -1.25063 2.59583
H 2.99998 0.88891 1.82643
H 1.37460 1.07469 1.68255
*
```

Output
LUMO energy: 0.41 eV
frontier orbital gap: 0.3527 Eh
E_HOMO: -9.19 eV
structure (SMILES): CSS.CN


## Q
DFT (ωB97M-V with the def2-TZVPD basis set) results for a cluster of 2 separate species, C2H9NS2 in total.

Geometry as ORCA input:
```
! RIJCOSX wB97M-V def2-TZVPD def2/J DEFGRID3
* xyz 0 1
C -1.53147 -0.45096 2.42306
N -0.60312 0.41174 1.68504
H -2.08304 -1.16550 1.81059
H -0.95983 -0.98464 3.19337
H -2.21646 0.19024 2.99124
H -1.09910 0.86241 0.92457
H 0.10289 -0.17160 1.25244
C 1.80261 -0.34140 -1.40585
S 0.21074 -0.39669 -2.29521
S 0.03722 1.62160 -2.79431
H 1.61889 -0.42263 -0.33497
H 2.41387 -1.18935 -1.71852
H 2.29497 0.60824 -1.61057
H 0.01185 1.42853 -4.12090
*
```

Output
LUMO energy: 0.41 eV
frontier orbital gap: 0.3413 Eh
E_HOMO: -8.87 eV
structure (SMILES): CSS.CN


Most stable of them? Q.


## P
DFT (ωB97M-V with the def2-TZVPD basis set) results for a structure of composition C2H7S2.

Geometry as ORCA input:
```
! RIJCOSX wB97M-V def2-TZVPD def2/J DEFGRID3
* xyz -1 1
S 1.25427 -2.10231 0.85308
H 0.25057 -2.32278 1.73520
C -1.45751 2.24971 0.06767
C -1.44137 0.81232 -0.24865
S 0.26972 0.58879 -0.90636
H -0.62358 2.57610 0.64186
H -2.16551 2.73913 0.76095
H -1.38969 2.90877 -0.79737
H -1.61212 0.12808 0.60641
H -2.16804 0.38881 -1.02563
H 0.71779 -0.57389 0.01691
*
```

Output
LUMO energy: 3.84 eV
frontier orbital gap: 0.2581 Eh
E_HOMO: -3.18 eV


## Q
DFT (ωB97M-V with the def2-TZVPD basis set) results for a cluster of 2 separate species, C2H7S2 in total.

Geometry as ORCA input:
```
! RIJCOSX wB97M-V def2-TZVPD def2/J DEFGRID3
* xyz -1 1
S -3.30685 0.96040 1.04726
H -2.87148 -0.20914 1.64398
C -0.46308 0.86501 -0.75793
S 1.31088 0.61376 -0.10931
C 1.87376 -1.07630 0.13934
H -0.31491 1.98809 -1.00710
H -0.85348 0.43244 -1.70012
H -1.03402 0.91956 0.11368
H 2.21802 -1.18074 1.13202
H 2.52117 -1.55106 -0.67866
H 0.91998 -1.76203 0.17684
*
```

Output
LUMO energy: 3.30 eV
frontier orbital gap: 0.2167 Eh
E_HOMO: -2.60 eV


Most stable of them? P.


## P
DFT (ωB97M-V with the def2-TZVPD basis set) results for a cluster of 6 separate species, C12H36O12 in total.

Geometry as ORCA input:
```
! RIJCOSX wB97M-V def2-TZVPD def2/J DEFGRID3
* xyz 0 1
C 11.31306 28.90578 5.24214
C 11.61120 28.28208 6.58518
O 10.48257 27.63181 7.11752
O 10.11978 29.67683 5.29111
H 11.23659 28.07910 4.52397
H 12.13834 29.52232 4.86415
H 12.07337 28.95225 7.32483
H 12.37344 27.51009 6.43535
H 9.89667 28.29737 7.48875
H 9.92739 29.93102 4.38445
C 12.31992 32.64752 8.78366
C 11.21920 32.10473 7.89181
O 11.59398 32.45344 6.56197
O 12.15897 32.18479 10.12350
H 12.37031 33.73964 8.74677
H 13.27001 32.25594 8.41861
H 10.26298 32.60043 8.08865
H 11.17381 31.01985 8.00741
H 11.04225 31.98285 5.92684
H 11.21865 32.20845 10.35205
C 15.73281 32.55471 10.28550
C 15.16422 32.58944 11.69026
O 15.38552 33.84089 12.33315
O 17.15558 32.46842 10.27289
H 15.40810 33.43447 9.71330
H 15.37894 31.65552 9.77885
H 15.72001 31.84783 12.26470
H 14.10397 32.33383 11.61930
H 14.70229 34.44704 12.03756
H 17.51285 33.27472 10.65679
C 10.65502 33.27990 12.57124
C 10.17447 32.82033 13.94195
O 11.05205 33.24302 14.97320
O 9.75616 32.89768 11.54084
H 11.63974 32.85800 12.37159
H 10.75463 34.37053 12.61513
H 10.06321 31.73195 13.96028
H 9.19556 33.26738 14.12800
H 11.95904 33.26592 14.65383
H 9.09324 33.58569 11.44319
C 10.59785 32.38176 2.61376
C 10.65624 32.48560 1.10589
O 11.15335 31.29136 0.53449
O 11.81086 31.83828 3.14217
H 9.79461 31.72672 2.95352
H 10.44377 33.36903 3.05981
H 11.25170 33.34905 0.79639
H 9.64735 32.62030 0.70401
H 12.10153 31.38402 0.42299
H 12.35379 32.52188 3.54246
C 14.21042 27.17670 10.22319
C 13.85614 28.63210 10.22723
O 12.55505 28.75114 10.80492
O 14.62209 26.68284 11.48051
H 15.01363 26.97242 9.50931
H 13.36289 26.59788 9.82778
H 13.89585 28.91536 9.16718
H 14.56779 29.13521 10.88512
H 12.30883 29.68185 10.78498
H 13.84336 26.50196 12.01502
*
```

Output
LUMO energy: 0.29 eV
frontier orbital gap: 0.3789 Eh
E_HOMO: -10.03 eV
structure (SMILES): OCCO.OCCO.OCCO.OCCO.OCCO.OCCO


## Q
DFT (ωB97M-V with the def2-TZVPD basis set) results for a cluster of 6 separate species, C12H36O12 in total.

Geometry as ORCA input:
```
! RIJCOSX wB97M-V def2-TZVPD def2/J DEFGRID3
* xyz 0 1
C 7.10056 14.85481 -22.48929
C 6.98189 15.74282 -21.29526
O 7.45346 15.01167 -20.21134
O 8.37681 14.83640 -23.10248
H 6.50009 15.33488 -23.26199
H 6.58031 13.90501 -22.36547
H 5.94523 16.02761 -21.11542
H 7.56861 16.61658 -21.57879
H 8.38372 14.80040 -20.31895
H 9.03872 15.02570 -22.43341
C 13.59328 16.60094 -25.08492
C 14.57205 17.50142 -24.32705
O 15.59832 16.70873 -23.86829
O 14.07415 16.27257 -26.38670
H 12.69636 17.21411 -25.17240
H 13.43672 15.68698 -24.51197
H 14.01597 17.92439 -23.49041
H 15.02460 18.22460 -25.00550
H 16.28001 16.58163 -24.53218
H 13.78393 15.36288 -26.48587
C 0.49554 19.17097 -20.21772
C 1.86076 18.49674 -20.16285
O 2.90708 19.49317 -20.19325
O 0.37019 20.17429 -21.17255
H 0.27470 19.80488 -19.35895
H -0.31126 18.44433 -20.31347
H 2.09083 17.94175 -21.07232
H 2.17656 17.84682 -19.34679
H 2.44318 20.15937 -20.70568
H 0.64762 19.86255 -22.03709
C 14.04589 13.10071 -20.44058
C 12.45519 13.04297 -20.51704
O 11.94610 14.33752 -20.20733
O 14.67408 14.29530 -20.22133
H 14.25666 12.63129 -21.40147
H 14.24872 12.31168 -19.71644
H 12.07711 12.27740 -19.83949
H 12.18147 12.75464 -21.53194
H 12.60889 14.69951 -19.61463
H 15.17829 14.58019 -20.98698
C 8.23701 8.74955 -24.21200
C 7.22853 9.10279 -25.28504
O 7.54104 10.38194 -25.90483
O 8.47916 9.86209 -23.32176
H 9.06136 8.62275 -24.91375
H 8.11615 7.79782 -23.69458
H 6.27320 9.28013 -24.79108
H 7.09318 8.25339 -25.95459
H 7.76419 10.89117 -25.12220
H 7.74760 9.72518 -22.71540
C 5.60893 9.01664 -17.31608
C 5.11253 8.41614 -18.64822
O 5.07553 9.37846 -19.74462
O 6.85208 9.64069 -17.38561
H 5.53913 8.35792 -16.45045
H 4.84851 9.66243 -16.87697
H 4.09852 8.04301 -18.50449
H 5.74387 7.57809 -18.94351
H 4.35104 9.99698 -19.62563
H 6.77258 10.35744 -18.01928
*
```

Output
LUMO energy: 0.32 eV
frontier orbital gap: 0.3759 Eh
E_HOMO: -9.91 eV
structure (SMILES): OCCO.OCCO.OCCO.OCCO.OCCO.OCCO


Most stable of them? P.


## P
DFT (ωB97M-V with the def2-TZVPD basis set) results for a cluster of 3 separate species, C8H11NOS in total.

Geometry as ORCA input:
```
! RIJCOSX wB97M-V def2-TZVPD def2/J DEFGRID3
* xyz 0 1
C 1.08581 1.72344 1.50002
C -0.22746 2.05857 1.72862
C 1.53658 0.89277 0.49145
C -1.12474 1.35771 0.87581
C -1.04712 -1.49242 1.70712
C 0.59613 0.22627 -0.33525
C -0.75163 0.53992 -0.15178
C -1.75185 0.07622 -1.19025
N 1.03629 -0.75828 -1.19715
O -1.11821 -1.95634 0.63818
S -0.96196 -0.98261 3.14788
H 1.98148 2.10024 2.09431
H -0.53086 2.70401 2.52360
H 2.56833 0.49826 0.50823
H -2.14601 1.45252 1.05186
H 1.92022 -2.99778 -3.29891
H -2.82025 0.41910 -1.05004
H -1.76996 -1.09107 -1.09723
H -1.23071 0.27169 -2.06136
H 2.01516 -0.91781 -1.10871
H 0.63419 -0.77905 -2.12366
H 2.10656 -3.34536 -2.65273
*
```

Output
LUMO energy: 0.76 eV
frontier orbital gap: 0.3214 Eh
E_HOMO: -7.99 eV
structure (SMILES): Cc1ccccc1N.[H][H].O=C=S


## Q
DFT (ωB97M-V with the def2-TZVPD basis set) results for a cluster of 2 separate species, C8H11NOS in total.

Geometry as ORCA input:
```
! RIJCOSX wB97M-V def2-TZVPD def2/J DEFGRID3
* xyz 0 1
C -0.34779 -0.58379 1.05946
C 0.14254 0.67374 1.16300
C -1.28917 -0.01527 -1.08132
C -0.98764 -0.95424 -0.09180
C -0.76768 1.27684 -0.88838
C 0.02865 1.67919 0.20635
C -1.42329 -2.32774 -0.48916
C 0.50717 3.11533 0.24824
N 2.74001 -0.81931 0.06901
O 1.51827 -3.04779 0.10599
S 1.69578 -1.71404 -0.53105
H 0.04062 -1.17064 1.89483
H 0.68115 0.97227 2.02984
H -1.71605 -0.36937 -1.89869
H 3.19002 -0.83463 0.98091
H -1.11909 1.95466 -1.64415
H -2.19520 -2.70801 0.16188
H -0.48903 -3.03279 -0.43290
H -1.88902 -2.18001 -1.50173
H 1.18164 3.24739 1.09458
H -0.41281 3.70559 0.31143
H 0.91093 3.13259 -0.76636
*
```

Output
LUMO energy: -0.35 eV
frontier orbital gap: 0.3125 Eh
E_HOMO: -8.86 eV


Most stable of them? P.


## P
DFT (ωB97M-V with the def2-TZVPD basis set) results for a cluster of 5 separate species, H12NO4 in total.

Geometry as ORCA input:
```
! RIJCOSX wB97M-V def2-TZVPD def2/J DEFGRID3
* xyz 1 1
N -0.50097 -1.10998 0.52408
H -1.30330 -0.52603 0.28642
H -0.80246 -2.06773 0.73644
H -0.18069 -0.75537 1.46361
H 0.23878 -0.78660 -0.08300
H -1.09231 -4.48573 1.33717
H 0.32872 -4.61721 0.96104
O -0.34488 -3.94267 1.02728
H 0.14977 2.67055 -1.10316
H -0.68310 1.44770 -1.71443
O -0.45459 1.94244 -0.86172
H 0.57892 0.73199 3.37246
H -0.70603 1.16067 2.82487
O -0.17768 0.33355 2.98026
H 2.21660 2.63883 -3.86697
H 1.35918 4.18092 -4.07307
O 1.37404 3.18465 -3.81127
*
```

Output
LUMO energy: -3.19 eV
frontier orbital gap: 0.3966 Eh
E_HOMO: -13.98 eV


## Q
DFT (ωB97M-V with the def2-TZVPD basis set) results for a cluster of 5 separate species, H12NO4 in total.

Geometry as ORCA input:
```
! RIJCOSX wB97M-V def2-TZVPD def2/J DEFGRID3
* xyz 1 1
N 0.65842 0.83466 0.23782
H 1.60739 0.81906 -0.18662
H 0.80050 0.47079 1.17112
H 0.12182 1.74503 0.21671
H 0.10149 0.24268 -0.37797
H -2.39504 -0.99783 -0.71416
H -1.28908 -2.03569 -0.88210
O -1.49230 -1.16042 -0.45351
H 1.79919 -1.95264 2.18208
H 0.39769 -1.67081 2.67404
O 1.12822 -1.22498 2.20842
H -3.57663 -0.19003 -2.78503
H -4.85866 -0.61022 -2.29040
O -3.89425 -0.69117 -2.05282
H 3.56978 2.34748 1.06355
H 3.85499 2.27759 -0.36771
O 3.46647 1.79650 0.35658
*
```

Output
LUMO energy: -3.08 eV
frontier orbital gap: 0.4359 Eh
E_HOMO: -14.94 eV


## R
DFT (ωB97M-V with the def2-TZVPD basis set) results for a cluster of 5 separate species, H12NO4 in total.

Geometry as ORCA input:
```
! RIJCOSX wB97M-V def2-TZVPD def2/J DEFGRID3
* xyz 1 1
N 0.72307 -0.46194 0.05075
H 0.51116 0.53687 0.16521
H 0.07458 -1.04726 0.56176
H 1.67030 -0.66125 0.42135
H 0.57556 -0.69861 -0.93532
H -3.99380 0.58036 -0.11012
H -2.91850 -0.19034 0.59470
O -3.03702 0.49570 -0.07509
H -0.29132 1.87810 1.72619
H 0.53975 3.08991 1.64473
O 0.34234 2.29711 1.13717
H 3.31343 -2.56034 0.38589
H 3.35989 -1.75494 1.71065
O 2.78937 -2.01149 0.97497
H -1.69215 0.13077 -2.15094
H -0.63443 -0.38266 -3.10897
O -0.82577 -0.25220 -2.17112
*
```

Output
LUMO energy: -3.14 eV
frontier orbital gap: 0.4420 Eh
E_HOMO: -15.17 eV


Most stable of them? R.